1.
The following is a quantum chemistry calculation of an isolated molecule of C6H6, from the Open Molecules 2025 dataset.

Output
**Charge**: 0
**Energy relative to the best compared isomer or geometry (same formula, charge and spin)**: 6.506 eV

Element x y z (Å)
C  1.021  -0.369  1.162
C  0.122  -0.080  -0.016
C  -0.118  1.227  -0.383
C  -0.227  2.027  -1.509
C  -0.581  -1.172  -0.593
C  -1.269  -2.093  -0.965
H  1.842  -1.004  0.804
H  1.462  0.556  1.548
H  0.525  -0.906  1.977
H  -0.104  1.769  0.570
H  -0.798  2.949  -1.293
H  -1.875  -2.905  -1.303

These are the Mulliken partial charges, in e, on atoms 1 to 8:
1 C -1.133
2 C 0.242
3 C -0.295
4 C -0.543
5 C -0.229
6 C 0.085
7 H 0.292
8 H 0.377

=====

2.
The following is a quantum chemistry calculation of an isolated molecule of C2H5NS, from the Open Molecules 2025 dataset.

Output
**Charge**: 0
**Energy relative to the best compared isomer or geometry (same formula, charge and spin)**: 1.040 eV
**Structure (SMILES)**: CC(N)=S

Element x y z (Å)
C  0.678  -0.944  -0.036
C  -0.519  0.064  -0.129
H  0.516  -1.308  0.926
H  0.596  -1.813  -0.707
H  1.663  -0.551  -0.273
H  -1.152  1.843  0.421
H  0.620  1.719  0.049
N  -0.245  1.315  -0.169
S  -2.156  -0.323  -0.082

These are the Mulliken partial charges, in e, on atoms 1 to 8:
1 C -0.939
2 C 0.305
3 H 0.274
4 H 0.289
5 H 0.332
6 H 0.294
7 H 0.236
8 N -0.417

=====

3.
The following is a quantum chemistry calculation of a 8-piece molecular cluster, C5H24NO9 overall, from the Open Molecules 2025 dataset.

Output
**Charge**: +1
**Energy relative to the best compared isomer or geometry (same formula, charge and spin)**: 0.101 eV

Element x y z (Å)
O  -0.598  -3.340  -0.055
C  -1.748  -2.933  -0.066
O  -2.726  -3.685  0.423
C  -2.215  -1.567  -0.418
C  -1.379  -0.443  0.263
C  -0.307  0.184  -0.558
C  0.705  0.953  -0.207
N  1.809  1.184  -1.106
H  -2.391  -4.526  0.767
H  -2.286  -1.458  -1.502
H  -3.212  -1.387  -0.027
H  -2.049  0.236  0.790
H  -0.935  -0.779  1.218
H  -0.500  -0.004  -1.606
H  0.805  1.319  0.795
H  1.605  0.950  -2.088
H  2.634  0.630  -0.882
H  2.018  2.182  -1.170
H  1.130  -0.555  2.575
H  0.901  0.418  3.782
O  0.816  0.325  2.828
H  0.455  -2.495  -1.309
H  1.883  -2.319  -1.602
O  1.042  -1.886  -1.799
H  -0.231  2.497  -2.725
H  0.630  2.991  -4.043
O  0.606  2.542  -3.207
H  0.880  -2.527  1.080
H  2.047  -2.903  1.978
O  1.380  -2.222  1.852
H  -1.552  2.427  -0.614
H  -2.444  2.510  -1.857
O  -1.579  2.203  -1.568
H  -2.049  2.507  1.852
H  -1.020  3.576  1.334
O  -1.439  2.732  1.144
H  2.582  1.273  2.290
H  3.638  0.364  1.935
O  3.094  1.024  1.499

These are the Mulliken partial charges, in e, on atoms 1 to 8:
1 O -0.732
2 C 0.627
3 O -0.461
4 C -0.945
5 C -0.394
6 C -0.403
7 C -0.566
8 N -0.016

=====

4.
The following is a quantum chemistry calculation of a 8-piece molecular cluster, C13H18Cl21O4 overall, from the Open Molecules 2025 dataset.

Output
**Charge**: -1
**Calculated total energy**: -10471.126831 Ha

Element x y z (Å)
C  5.409  -0.079  -2.150
C  5.252  1.154  -3.104
O  3.892  1.534  -3.288
C  3.358  2.157  -2.128
C  1.829  2.437  -2.247
O  1.028  1.365  -1.793
C  1.258  0.166  -2.537
C  2.024  -0.835  -1.582
O  2.395  -0.472  -0.452
O  2.243  -2.031  -1.960
H  5.207  0.268  -1.107
H  4.695  -0.906  -2.348
H  6.480  -0.385  -2.170
H  5.762  2.036  -2.620
H  5.794  0.971  -4.053
H  3.529  1.604  -1.178
H  3.875  3.156  -2.014
H  1.626  3.293  -1.554
H  1.544  2.820  -3.264
H  0.282  -0.368  -2.793
H  1.787  0.311  -3.501
C  -2.881  0.294  -2.346
Cl  -2.445  0.255  -4.058
Cl  -4.607  0.638  -2.153
Cl  -2.462  -1.230  -1.561
H  -2.318  1.090  -1.869
C  -2.658  0.287  2.342
Cl  -2.577  1.298  3.789
Cl  -4.258  -0.453  2.191
Cl  -2.274  1.226  0.902
H  -1.923  -0.505  2.437
C  4.007  -3.233  1.564
Cl  2.811  -4.495  1.884
Cl  4.250  -2.230  3.003
Cl  5.538  -3.948  1.040
H  3.629  -2.598  0.760
C  -5.937  3.402  5.751
Cl  -5.244  4.999  5.447
Cl  -5.407  2.252  4.518
Cl  -5.502  2.838  7.368
H  -7.017  3.485  5.699
C  -5.511  -4.492  2.496
Cl  -4.896  -3.673  1.061
Cl  -6.637  -3.450  3.377
Cl  -6.294  -6.016  2.057
H  -4.673  -4.715  3.147
C  -7.428  -1.484  6.764
Cl  -8.036  -0.982  8.347
Cl  -8.766  -1.762  5.644
Cl  -6.316  -0.276  6.116
H  -6.887  -2.416  6.887
C  6.726  1.502  -7.033
Cl  5.368  0.411  -6.754
Cl  6.154  3.157  -7.280
Cl  7.874  1.435  -5.689
H  7.239  1.183  -7.933

These are the Mulliken partial charges, in e, on atoms 1 to 8:
1 C -1.049
2 C 0.581
3 O -0.292
4 C -0.471
5 C -0.655
6 O -0.254
7 C -0.058
8 C 0.585

=====

5.
The following is a quantum chemistry calculation of a 2-piece molecular cluster, C4H13N3 overall, from the Open Molecules 2025 dataset.

Output
**Charge**: +1
**Energy relative to the best compared isomer or geometry (same formula, charge and spin)**: 0.000 eV
**Spin multiplicity**: 2

Element x y z (Å)
N  -2.560  2.007  0.779
C  -1.601  0.943  0.899
N  -0.165  1.306  0.977
H  -2.477  2.689  1.525
H  -2.553  2.468  -0.111
H  -1.831  0.396  1.811
H  -1.725  0.282  0.040
H  0.051  1.959  0.226
H  0.009  1.803  1.834
C  1.104  0.118  -2.192
C  1.231  -1.045  -1.489
N  0.774  -1.265  -0.248
C  1.293  -2.390  0.506
H  0.686  1.010  -1.745
H  1.411  0.147  -3.226
H  1.663  -1.929  -1.946
H  0.487  -0.396  0.246
H  1.381  -2.100  1.549
H  0.601  -3.239  0.483
H  2.221  -2.764  0.083

These are the Mulliken partial charges, in e, on atoms 1 to 8:
1 N -0.547
2 C -0.431
3 N -0.684
4 H 0.241
5 H 0.231
6 H 0.373
7 H 0.346
8 H 0.150

=====

6.
The following is a quantum chemistry calculation of C4H7O3Yb as an isolated structure, from the Open Molecules 2025 dataset.

Output
**Charge**: 0
**Energy relative to the best compared isomer or geometry (same formula, charge and spin)**: 3.356 eV
**Spin multiplicity**: 2

Element x y z (Å)
O  -0.902  -0.982  0.514
Yb  -4.394  1.360  2.443
O  -2.155  0.128  1.948
C  -1.452  0.099  0.900
O  -0.892  1.261  0.582
C  0.240  1.319  -0.342
H  -0.210  1.107  -1.326
H  0.773  2.224  -0.014
C  1.062  -0.458  0.055
C  1.160  -1.164  -1.295
H  1.028  -0.154  1.112
H  2.115  -0.632  0.365
H  0.558  -0.711  -2.094
H  2.201  -1.177  -1.645
H  0.869  -2.220  -1.203

These are the Mulliken partial charges, in e, on atoms 1 to 8:
1 O -0.537
2 Yb 0.703
3 O -0.644
4 C 0.609
5 O -0.311
6 C -0.481
7 H 0.299
8 H 0.256

=====

What max |F| values result from the calculations? In sequence: 2.025; 7.035; 1.825; 2.531; 2.292; 6.048 eV/Å.